[1]
Entry from the OMol25 dataset: a cluster of 2 separate species, C2H9NOP in total (the ωB97M-V functional and the def2-TZVPD basis).

Structure (XYZ):
```
14
Properties=species:S:1:pos:R:3:mulliken_charge:R:1
C -1.711 -0.004 0.566 -0.7460
C 1.114 -1.006 -0.406 -0.3162
N -0.906 0.316 -0.593 -0.4657
O 2.832 0.959 -0.406 -0.5051
P 2.308 -0.231 0.537 0.2792
H -1.293 0.679 1.279 0.3190
H -2.851 0.227 0.318 0.2813
H -1.672 -0.991 0.992 0.2614
H 0.558 -1.802 -0.050 0.4405
H 1.107 -0.662 -1.398 0.2996
H -1.350 0.054 -1.487 0.2799
H -0.522 1.278 -0.573 0.2950
H 3.642 0.884 -1.027 0.3823
H 2.359 0.815 1.558 0.1948
```

Its molar mass is 94.1 g mol⁻¹. The total energy is -15036.0449 eV. The value obtained for the largest force on an atom is 3.52 eV/Å. As for the HOMO-LUMO gap (spin up / spin down): 0.2686 / 0.2686 Ha. The value obtained for the energy above the lowest of the compared OMol25 structures with the same formula, charge and spin is 304.6 kJ/mol. The spin multiplicity is 1. The total charge is +1.

---

[2]
Entry from the OMol25 dataset: an isolated molecule of CHNS4 (the ωB97M-V functional and the def2-TZVPD basis).

Structure (XYZ):
```
7
Properties=species:S:1:pos:R:3:mulliken_charge:R:1
S -1.250 -1.361 2.368 -0.3607
C -0.489 -2.019 1.207 0.5449
N 0.267 -2.534 0.426 -0.2277
S 1.020 -2.929 -0.946 0.0858
S 1.751 -1.041 -1.248 -0.0358
S -0.014 0.033 -1.395 -0.1848
H -0.240 0.565 -0.069 0.1782
```

Its SMILES is S=C=NSSS. Its molar mass is 155.3 g mol⁻¹. The total energy is -45883.2782 eV. The value obtained for the largest force on an atom is 3.37 eV/Å. As for the HOMO-LUMO gap: 0.3171 Ha. The value obtained for the energy above the lowest of the compared OMol25 structures with the same formula, charge and spin is 23.8 kJ/mol. The spin multiplicity is 1.

---

[3]
Entry from the OMol25 dataset: an isolated molecule of C5H11N (the ωB97M-V functional and the def2-TZVPD basis).

Structure (XYZ):
```
17
Properties=species:S:1:pos:R:3:mulliken_charge:R:1
C -2.017 1.932 1.064 -1.1269
C -1.113 1.388 0.003 -0.1257
C -0.369 0.290 0.077 -0.2369
C 0.426 -0.250 -1.068 -0.4179
C 1.667 -1.059 -0.610 -0.7941
N 1.392 -2.152 0.321 -0.5920
H -3.061 1.728 0.836 0.2752
H -1.979 3.027 1.021 0.3172
H -1.689 1.606 2.051 0.3132
H -1.102 1.886 -0.969 0.3167
H -0.304 -0.249 1.015 0.2548
H -0.169 -0.877 -1.744 0.2764
H 0.813 0.551 -1.683 0.3402
H 2.290 -0.336 -0.092 0.3794
H 2.180 -1.509 -1.438 0.3235
H 1.267 -1.888 1.286 0.2742
H 0.554 -2.641 0.028 0.2226
```

Its SMILES is C/C=C/CCN. Its molar mass is 85.1 g mol⁻¹. The total energy is -6852.6814 eV. The value obtained for the largest force on an atom is 1.56 eV/Å. As for the HOMO-LUMO gap: 0.3737 Ha. The value obtained for the energy above the lowest of the compared OMol25 structures with the same formula, charge and spin is 81.7 kJ/mol. The spin multiplicity is 1.

---

[4]
Entry from the OMol25 dataset: a structure of composition C13H12O (the ωB97M-V functional and the def2-TZVPD basis).

Structure (XYZ):
```
26
Properties=species:S:1:pos:R:3:mulliken_charge:R:1
C -2.579 3.168 -1.059 -0.5650
C -1.800 2.687 -1.826 -0.3273
C 3.727 -1.603 0.264 -0.4235
C 2.501 -2.162 0.619 -0.6328
C 3.793 -0.253 -0.033 -0.4197
C 1.345 -1.431 0.440 -0.1704
C 2.635 0.451 -0.085 -0.2657
C 1.370 -0.054 0.224 0.3747
C -3.176 -0.555 0.398 -0.7134
C -2.298 0.518 0.872 -0.3642
C -1.898 -1.102 -0.285 -0.5984
C 0.118 0.743 0.263 0.2122
C -1.152 0.107 0.343 0.4702
O 0.201 1.989 0.229 -0.5974
H -3.253 3.747 -0.510 0.4392
H 4.657 -2.112 0.444 0.3521
H 2.493 -3.150 1.081 0.3519
H 4.707 0.296 -0.169 0.3743
H 0.402 -1.962 0.704 0.1686
H 2.873 1.494 -0.274 0.3459
H -3.527 -1.310 1.034 0.2607
H -4.077 -0.167 -0.090 0.2414
H -1.164 2.100 -2.376 0.4727
H -2.575 1.548 1.326 0.3757
H -1.661 -2.068 -0.064 0.4707
H -1.663 -0.919 -1.469 0.1676
```

Its molar mass is 184.2 g mol⁻¹. The total energy is -15717.7053 eV. The value obtained for the largest force on an atom is 5.60 eV/Å. As for the HOMO-LUMO gap: 0.3405 Ha. The value obtained for the energy above the lowest of the compared OMol25 structures with the same formula, charge and spin is 302.2 kJ/mol. The spin multiplicity is 1.

---

[5]
Entry from the OMol25 dataset: a structure of composition C18H20W (the ωB97M-V functional and the def2-TZVPD basis).

Structure (XYZ):
```
39
Properties=species:S:1:pos:R:3:mulliken_spin:R:1
W 0.255 0.531 -0.463 2.3942
C -1.069 -0.517 -2.067 0.0446
C -0.882 0.852 -2.404 -0.0374
C 0.535 1.051 -2.556 -0.0574
C 1.213 -0.210 -2.397 -0.0414
C 0.222 -1.174 -2.071 0.0283
C 0.415 -2.640 -1.869 0.0064
C 2.702 -0.396 -2.420 -0.0090
C 1.153 2.280 -2.038 -0.0026
C -1.919 1.938 -2.421 -0.0118
C -2.365 -1.224 -1.849 0.0138
H 0.082 -3.161 -2.771 0.0002
H -0.178 -3.015 -1.038 0.0011
H 1.457 -2.895 -1.696 -0.0023
H 3.130 0.077 -3.304 0.0051
H 2.967 -1.450 -2.440 0.0008
H 3.187 0.045 -1.547 0.0044
H 1.098 2.189 -0.813 0.0420
H 0.610 3.202 -2.219 0.0062
H 2.220 2.382 -2.206 0.0046
H -1.757 2.606 -3.266 0.0048
H -1.899 2.546 -1.514 0.0064
H -2.920 1.522 -2.507 0.0017
H -2.562 -1.866 -2.711 0.0003
H -3.195 -0.533 -1.742 -0.0024
H -2.332 -1.866 -0.970 0.0010
C 0.130 0.246 1.511 -0.2926
C 0.088 0.137 2.754 -0.0041
C 0.038 0.008 4.129 0.0102
C 1.199 -0.384 4.839 -0.0378
C 1.144 -0.495 6.206 0.0139
C -0.054 -0.230 6.874 -0.0693
C -1.206 0.152 6.184 0.0137
C -1.169 0.280 4.817 -0.0377
H 2.115 -0.583 4.299 0.0023
H 2.023 -0.787 6.763 -0.0003
H -0.088 -0.319 7.952 -0.0020
H -2.122 0.348 6.722 -0.0003
H -2.047 0.580 4.260 0.0024
```

Its molar mass is 420.2 g mol⁻¹. The total energy is -20795.7137 eV. The value obtained for the largest force on an atom is 1.39 eV/Å. As for the HOMO-LUMO gap (spin up / spin down): 0.2280 / 0.2493 Ha. The spin multiplicity is 3. The total charge is +2.

---

[6]
Entry from the OMol25 dataset: a structure of composition C5H12SSi (the ωB97M-V functional and the def2-TZVPD basis).

Structure (XYZ):
```
19
Properties=species:S:1:pos:R:3:mulliken_charge:R:1
C 1.540 1.707 -1.924 -0.6450
C 0.299 0.232 -1.404 -0.5012
C -1.903 -1.186 -0.067 -1.0122
C -0.708 1.197 1.621 -1.0091
C 1.135 -1.413 1.057 -1.0317
Si -0.215 -0.290 0.331 0.3945
S 1.922 -0.068 -2.077 -0.1137
H 1.045 2.350 -2.660 0.3151
H 2.039 2.154 -1.045 0.2668
H -0.432 0.331 -2.098 0.6229
H -2.778 -0.653 -0.639 0.2839
H -1.481 -1.886 -0.840 0.2533
H -2.433 -1.763 0.687 0.3650
H 0.142 1.650 1.970 0.3602
H -1.376 1.797 0.977 0.2552
H -1.300 0.613 2.390 0.2712
H 1.229 -1.161 2.126 0.3091
H 1.013 -2.514 0.920 0.3325
H 2.261 -1.094 0.676 0.2831
```

Its molar mass is 132.3 g mol⁻¹. The total energy is -24090.0505 eV. The value obtained for the largest force on an atom is 4.96 eV/Å. As for the HOMO-LUMO gap: 0.3418 Ha. The value obtained for the energy above the lowest of the compared OMol25 structures with the same formula, charge and spin is 260.5 kJ/mol. The spin multiplicity is 1.

---

[7]
Entry from the OMol25 dataset: a structure of composition C25H46CeO3P2S (the ωB97M-V functional and the def2-TZVPD basis).

Structure (XYZ):
```
78
Properties=species:S:1:pos:R:3:mulliken_spin:R:1
Ce 0.969 -0.904 0.349 1.0033
C -0.572 -2.109 1.846 -0.0212
C -1.390 -1.534 0.826 0.0200
C 0.057 -3.034 -0.206 -0.0047
C 0.354 -3.034 1.218 0.0125
C -1.045 -2.128 -0.427 -0.0231
C -0.695 -1.782 3.293 -0.0007
H -1.412 -0.966 3.439 -0.0001
H 0.249 -1.453 3.743 -0.0001
H -1.064 -2.652 3.856 -0.0002
C 1.675 -3.337 1.815 0.0011
H 1.622 -3.222 2.904 0.0004
H 2.489 -2.663 1.430 -0.0011
H 1.979 -4.366 1.583 -0.0007
C 1.051 -3.305 -1.256 -0.0005
H 1.329 -4.360 -1.240 -0.0002
H 2.007 -2.748 -1.088 -0.0023
H 0.642 -3.051 -2.240 0.0010
C -1.735 -1.804 -1.718 0.0118
H -2.385 -2.644 -2.045 -0.0004
H -1.036 -1.596 -2.539 -0.0006
H -2.385 -0.925 -1.602 -0.0012
C -2.622 -0.750 1.097 0.0064
H -3.502 -1.415 1.141 0.0004
H -2.807 0.014 0.335 -0.0013
H -2.551 -0.229 2.053 0.0006
C 0.526 3.352 0.762 -0.0025
C -0.534 3.009 1.504 0.0029
C -1.984 2.941 1.124 0.0013
C -2.359 3.124 -0.370 0.0010
C -1.871 2.046 -1.262 -0.0036
C -0.673 1.933 -1.852 0.0044
C 0.490 2.886 -1.805 -0.0011
C 0.553 3.901 -0.637 0.0005
H -2.488 3.707 1.737 -0.0001
H -2.070 4.125 -0.721 0.0000
H -2.406 1.989 1.472 -0.0010
H -0.232 4.660 -0.728 0.0000
H 1.528 3.244 1.199 0.0000
H -0.333 2.751 2.554 0.0000
H 1.521 4.433 -0.740 0.0000
H 1.451 2.336 -1.814 -0.0008
H -0.500 1.078 -2.540 0.0008
H 0.472 3.444 -2.764 -0.0002
H -3.462 3.065 -0.406 0.0000
H -2.612 1.276 -1.477 -0.0005
P 0.972 5.567 -4.407 0.0000
P 0.701 4.689 -7.240 0.0000
C 1.001 6.990 -5.661 0.0000
C 1.342 6.463 -7.055 0.0000
H 1.748 7.725 -5.324 0.0000
H 0.008 7.473 -5.640 0.0000
H 0.880 7.089 -7.835 0.0000
H 2.432 6.443 -7.228 0.0000
C 1.446 4.460 -8.917 0.0000
H 1.036 3.540 -9.352 0.0000
H 2.537 4.364 -8.823 0.0000
H 1.208 5.311 -9.572 0.0000
C -0.974 5.217 -7.846 0.0000
H -0.863 6.020 -8.592 0.0000
H -1.593 5.568 -7.009 0.0000
H -1.452 4.348 -8.319 0.0000
C 2.494 6.099 -3.514 0.0000
H 2.607 5.513 -2.594 0.0000
H 2.433 7.170 -3.282 0.0000
H 3.361 5.920 -4.163 0.0000
C -0.362 6.300 -3.365 -0.0001
H -1.303 6.278 -3.929 0.0000
H -0.119 7.338 -3.108 0.0000
H -0.488 5.706 -2.452 0.0001
C 2.198 0.030 4.643 -0.0002
S 2.745 0.788 3.109 -0.0007
O 2.473 2.214 3.159 -0.0004
O 4.087 0.335 2.823 -0.0003
O 1.766 0.135 2.053 0.0015
H 2.818 0.444 5.451 0.0000
H 2.345 -1.057 4.585 0.0000
H 1.146 0.299 4.802 0.0000
```

Its molar mass is 628.8 g mol⁻¹. The total energy is -75148.4485 eV. The value obtained for the largest force on an atom is 5.74 eV/Å. As for the HOMO-LUMO gap (spin up / spin down): 0.2180 / 0.2193 Ha. The value obtained for the energy above the lowest of the compared OMol25 structures with the same formula, charge and spin is 100.7 kJ/mol. The spin multiplicity is 2. The total charge is +1.

---

[8]
Entry from the OMol25 dataset: a structure of composition C4H8OS (the ωB97M-V functional and the def2-TZVPD basis).

Structure (XYZ):
```
14
Properties=species:S:1:pos:R:3:mulliken_charge:R:1
C 1.758 -1.062 -0.053 -0.8563
C 0.420 -0.342 -0.555 -0.0248
C -0.394 1.357 0.096 -0.3879
C -0.740 -0.031 0.631 -0.1680
H 2.176 -1.499 -1.249 0.2580
H 1.354 -1.973 1.116 0.2257
H 2.683 0.145 0.528 0.2128
H -0.171 -0.860 -1.437 0.3440
H -1.291 1.758 -0.569 0.2779
H -0.158 1.883 1.034 0.2697
H -0.553 -0.511 1.622 0.4474
H -3.589 0.680 -0.003 0.0943
O 0.673 1.044 -0.777 -0.3986
S -2.168 -0.588 -0.384 -0.2942
```

Its molar mass is 104.2 g mol⁻¹. The total energy is -17150.9404 eV. The value obtained for the largest force on an atom is 5.02 eV/Å. As for the HOMO-LUMO gap: 0.3123 Ha. The value obtained for the energy above the lowest of the compared OMol25 structures with the same formula, charge and spin is 917.6 kJ/mol. The spin multiplicity is 1.

---

Question: Which of these has the highest largest force on an atom?
Answer: C25H46CeO3P2S